DFT (wB97M-V/def2-TZVPD) results for a cluster of 2 separate species, CH2Cl2O3 in total.

The LUMO energy comes out at -0.95 eV. The calculation puts the calculated total energy at -32252.5237 eV. As for the orbital gap: 9.886 eV. Its SMILES is O=COCl.OCl. The relative energy (zero: lowest compared OMol25 entry of this formula, charge and spin) is 68.1 kcal/mol. The charge is 0.

Atoms and positions in Å:
C: 0.02 -0.56 -1.61
O: -0.90 -0.43 -2.31
O: -0.66 0.57 0.91
O: 0.38 -1.73 -1.23
Cl: -0.36 2.19 1.15
Cl: 1.71 -2.24 -0.27
H: 0.73 0.31 -1.32
H: -1.58 0.62 0.60